(1)
Formula: C48H67BrCoN8O5SeSi
Source: the Open Molecules 2025 dataset
Level of theory: ωB97M-V with the def2-TZVPD basis set

Geometry as ORCA input:
```
! wB97M-V def2-TZVPD RIJCOSX def2/J DEFGRID3
* xyz 0 2
Co 0.4071 -0.0677 0.1798
N -0.0062 2.0267 0.9252
C 1.0062 2.5294 1.8498
C 1.7678 3.7589 1.3273
C 2.5465 3.6568 0.0090
C 3.7126 2.6505 -0.0380
N 4.4333 2.4938 1.2108
C 5.1462 3.3770 1.8770
N 5.7471 4.4264 1.2843
N 5.3058 3.1576 3.1868
C 1.9938 1.3958 2.2071
O 2.8526 1.6510 3.0863
O 1.9847 0.3621 1.5172
H -0.3296 2.7557 0.2992
H -0.8075 1.7215 1.4840
H 0.5520 2.8260 2.8065
H 2.4506 4.0656 2.1234
H 1.0364 4.5631 1.2013
H 2.9286 4.6615 -0.1956
H 1.8714 3.3766 -0.7999
H 4.4022 2.9208 -0.8451
H 3.3039 1.6673 -0.2640
H 3.9669 1.8326 1.8630
H 5.7516 4.4643 0.2792
H 6.4393 4.9614 1.7817
H 4.6345 2.5273 3.6217
H 5.8193 3.7923 3.7720
C -1.4194 2.8198 -2.0464
Si -0.5998 1.1998 -2.6738
C -0.1047 1.4732 -4.5081
C -2.0604 -0.0315 -2.7528
N 0.7155 0.6290 -1.6995
C 1.9770 0.4717 -2.1668
C 2.5834 1.3730 -3.0618
C 3.8176 1.1322 -3.6232
C 4.5222 -0.0162 -3.3008
C 3.9997 -0.8779 -2.3490
C 2.7789 -0.6229 -1.7526
O 2.2692 -1.4388 -0.7469
C 3.0966 -1.8173 0.2801
C 4.2873 -1.1761 0.5995
C 5.0187 -1.5898 1.6966
C 4.5799 -2.6324 2.4926
C 3.3870 -3.2608 2.1797
C 2.6528 -2.8654 1.0800
H -2.0729 3.2092 -2.8219
H -0.7309 3.6178 -1.7778
H -2.0495 2.5892 -1.1898
H -0.9447 1.2507 -5.1566
H 0.7143 0.8247 -4.7988
H 0.1979 2.4945 -4.7131
H -2.9217 0.4582 -3.1970
H -2.3435 -0.3391 -1.7543
H -1.8453 -0.9204 -3.3377
H 2.0506 2.2816 -3.2862
H 4.2364 1.8375 -4.3266
H 5.4774 -0.2294 -3.7570
H 4.5667 -1.7510 -2.0605
H 4.6309 -0.3434 0.0038
H 5.9406 -1.0809 1.9373
H 5.1488 -2.9467 3.3557
H 3.0145 -4.0593 2.8030
H 1.7024 -3.3210 0.8511
Br -0.5630 -4.5337 7.6983
C -0.4951 -3.2684 6.2784
C -0.4983 -3.7271 4.9743
C -0.4487 -2.8032 3.9505
C -0.4311 -1.4431 4.2277
C -0.4192 -1.0098 5.5459
C -0.4415 -1.9210 6.5835
C -0.4677 -0.4334 3.0955
O -0.6163 0.7582 3.3860
O -0.4092 -0.9213 1.9376
H -0.5374 -4.7877 4.7751
H -0.4296 -3.1198 2.9203
H -0.3780 0.0502 5.7436
H -0.4145 -1.5903 7.6111
C -2.7002 4.5197 2.9160
C -2.9810 3.9948 4.3201
C -2.9116 2.4725 4.4275
C -4.0965 1.7920 3.7427
N -3.8510 0.4032 3.4666
C -3.5643 -0.1135 2.2480
Se -3.3815 0.8420 0.7360
N -3.4786 -1.4607 2.3581
C -3.2371 -2.3794 1.2825
C -4.4291 -3.2955 0.9763
C -5.5248 -2.6548 0.1214
C -6.4284 -1.7049 0.8953
C -3.6500 -1.8087 3.6760
C -3.6423 -3.0308 4.3276
C -3.8670 -3.0258 5.6938
C -4.0988 -1.8455 6.3911
C -4.1270 -0.6227 5.7448
C -3.8940 -0.6178 4.3810
H -2.7644 5.6064 2.9038
H -3.4107 4.1306 2.1913
H -1.7022 4.2320 2.5960
H -3.9699 4.3320 4.6425
H -2.2465 4.4232 5.0070
H -2.8960 2.1875 5.4809
H -1.9894 2.1013 3.9812
H -4.2965 2.2714 2.7820
H -4.9959 1.8625 4.3639
H -2.3648 -2.9803 1.5535
H -2.9740 -1.7931 0.3998
H -4.8714 -3.6551 1.9074
H -4.0407 -4.1672 0.4430
H -6.1387 -3.4570 -0.2979
H -5.0650 -2.1161 -0.7077
H -6.9031 -2.2247 1.7251
H -7.2048 -1.3119 0.2436
H -5.8697 -0.8590 1.2830
H -3.4571 -3.9524 3.7998
H -3.8561 -3.9607 6.2330
H -4.2540 -1.8865 7.4590
H -4.3177 0.2920 6.2807
C -0.3030 -5.0858 -0.6591
C -0.3631 -3.9498 -1.6882
C 0.9335 -3.9163 -2.5064
C -1.5825 -4.1307 -2.6045
C -0.5079 -2.6721 -1.0221
N -0.6422 -1.6260 -0.5609
H -0.1835 -6.0350 -1.1791
H -1.2134 -5.1233 -0.0635
H 0.5432 -4.9558 0.0127
H 1.0219 -4.8345 -3.0841
H 1.7874 -3.8381 -1.8396
H 0.9460 -3.0597 -3.1768
H -1.4947 -5.0648 -3.1572
H -1.6573 -3.3052 -3.3086
H -2.4984 -4.1533 -2.0175
*
```

Computed properties:
* E_LUMO (spin up / spin down): -0.0016 / -0.0016 hartree
* energy relative to the best compared isomer or geometry (same formula, charge and spin): 38.05 kJ/mol
* E: -253920.318 eV
* HOMO-LUMO gap (spin up / spin down): 6.7 / 6.7 eV



(2)
Formula: C48H72Cl20F8O27
Source: the Open Molecules 2025 dataset
Level of theory: ωB97M-V with the def2-TZVPD basis set

Geometry as ORCA input:
```
! wB97M-V def2-TZVPD RIJCOSX def2/J DEFGRID3
* xyz 0 1
C -0.4860 -4.3148 -5.9906
C -1.6048 -3.4240 -5.4989
O -1.9681 -3.9322 -4.2507
C -1.5419 -5.2857 -4.2587
O -2.0484 -6.1961 -3.6443
O -0.3963 -5.4049 -5.0482
F -2.7137 -3.6163 -6.2897
H 0.4158 -3.7899 -5.9869
H -0.7499 -4.6577 -6.9955
H -1.4202 -2.3286 -5.3882
C 3.6026 -1.6114 -0.8775
C 4.8005 -1.0693 -1.6635
O 4.7680 0.3303 -1.3878
C 3.4922 0.5858 -0.9157
O 3.0270 1.6746 -0.8208
O 2.7587 -0.5354 -0.8748
F 4.7136 -1.2294 -3.0672
H 3.9180 -1.8388 0.1461
H 3.1569 -2.4712 -1.3588
H 5.7703 -1.4843 -1.3794
C 1.7009 6.8299 1.6263
C 2.4644 6.7040 2.9208
O 2.2925 5.2782 3.2040
C 1.3736 4.7534 2.4070
O 0.9578 3.6398 2.4235
O 0.8680 5.7037 1.5079
F 1.9520 7.3928 3.9171
H 2.4397 6.8653 0.8429
H 1.0826 7.7052 1.6020
H 3.5545 6.8207 2.8127
C -3.3951 -6.0817 -0.0820
C -4.6860 -6.0798 -0.9558
O -4.9004 -4.7523 -1.3050
C -3.7629 -4.0224 -0.9318
O -3.6719 -2.8762 -1.3028
O -2.8912 -4.7143 -0.2391
F -5.7290 -6.6097 -0.1844
H -2.5965 -6.7682 -0.3946
H -3.6569 -6.2678 0.9589
H -4.5853 -6.6322 -1.9272
C 0.9063 0.6337 3.1038
C 2.2856 0.9605 2.5550
O 2.7911 -0.2619 1.9650
C 2.0364 -1.3031 2.4972
O 2.3391 -2.4289 2.3714
O 0.9814 -0.8158 3.2033
F 3.0976 1.4918 3.5541
H 0.1338 0.9608 2.3092
H 0.7778 1.0552 4.1151
H 2.2728 1.6504 1.7046
C 5.4450 -2.3430 2.8333
C 6.0954 -1.6396 4.0175
O 6.2957 -0.3185 3.6111
C 6.0922 -0.2192 2.2637
O 6.2336 0.7928 1.7108
O 5.6518 -1.3978 1.7929
F 7.3355 -2.2012 4.1516
H 4.3825 -2.5472 2.9118
H 5.9536 -3.2747 2.6314
H 5.5318 -1.6412 4.9944
C -3.5883 1.5429 1.4669
C -4.5456 1.6415 2.6596
O -4.2236 0.4552 3.3900
C -3.2434 -0.2508 2.7260
O -2.6860 -1.1303 3.2663
O -2.9289 0.2995 1.5808
F -5.8304 1.5567 2.1207
H -2.7952 2.2926 1.4528
H -4.0304 1.5573 0.4791
H -4.6092 2.4117 3.3834
C 1.1143 -5.0365 1.3047
C 2.0897 -5.7613 2.2021
O 3.3577 -5.3034 1.7642
C 3.1942 -4.8606 0.5365
O 4.0902 -4.4617 -0.1646
O 1.9130 -4.8563 0.1296
F 2.1722 -7.1200 2.0666
H 0.8914 -4.0437 1.6920
H 0.2552 -5.6498 1.0511
H 2.0688 -5.6167 3.2604
Cl -4.5511 1.8137 -1.9625
C -4.0935 0.1218 -1.9794
C -3.9338 -0.4657 -3.3728
Cl -2.5457 0.2518 -4.3074
H -4.8940 -0.4839 -1.4765
H -3.2442 -0.0669 -1.3392
H -4.8321 -0.3586 -4.0160
H -3.6264 -1.4992 -3.3177
Cl 3.0024 -5.4541 -5.2967
C 2.3189 -6.9059 -4.3405
C 2.0767 -6.2936 -2.9485
Cl 1.4927 -7.6157 -1.8519
H 3.0518 -7.7432 -4.3621
H 1.4033 -7.1881 -4.7969
H 1.2612 -5.6498 -2.9053
H 2.9939 -5.9910 -2.5314
Cl -5.9912 -1.7588 0.6175
C -6.1204 -3.2356 1.5618
C -7.2644 -3.0720 2.5851
Cl -6.8000 -1.7700 3.7233
H -5.1581 -3.3731 2.0753
H -6.3060 -4.0624 0.8905
H -7.4084 -3.9735 3.1931
H -8.1827 -2.7850 2.0914
Cl 0.8079 2.3359 -3.5246
C 0.9602 0.5100 -3.4729
C 1.9287 0.0716 -4.5221
Cl 1.9661 -1.7221 -4.5660
H -0.0352 0.1848 -3.6997
H 1.3106 0.3124 -2.4968
H 2.9127 0.4630 -4.3356
H 1.5255 0.2896 -5.5116
Cl -2.2597 2.7670 4.9154
C -1.3017 4.2913 4.7784
C -1.9015 5.2786 5.6926
Cl -0.9522 6.8167 5.6541
H -1.3692 4.6509 3.7529
H -0.2232 4.1440 4.9924
H -1.8678 4.9401 6.7161
H -2.9239 5.4967 5.4936
Cl 3.7735 4.6925 0.3228
C 5.2601 3.8207 0.6664
C 6.1715 3.5450 -0.4657
Cl 7.3012 4.9367 -0.8311
H 4.8759 2.8476 1.0243
H 5.7754 4.2973 1.4750
H 5.6364 3.3465 -1.3866
H 6.7742 2.6816 -0.2005
Cl -3.2949 5.1346 2.0230
C -3.8895 6.3962 0.8274
C -2.8108 7.3380 0.4555
Cl -2.3123 8.3600 1.8225
H -4.6920 6.9224 1.2843
H -4.2709 5.8556 -0.0276
H -3.2056 7.9618 -0.3324
H -1.9439 6.8684 0.0379
Cl -1.9910 -4.8627 3.0076
C -2.2604 -3.9059 4.4894
C -1.1750 -2.8844 4.8148
Cl 0.4278 -3.6345 5.1104
H -2.4133 -4.5771 5.2686
H -3.1559 -3.3380 4.3424
H -1.4838 -2.5117 5.7579
H -0.9248 -2.1078 4.1226
Cl 4.7729 4.5453 -3.8827
C 3.1142 4.7805 -3.2900
C 2.9277 6.1902 -2.7760
Cl 1.1705 6.5992 -2.6273
H 3.0200 4.0510 -2.4969
H 2.4327 4.5825 -4.0752
H 3.3356 6.8412 -3.5758
H 3.3968 6.3602 -1.8187
Cl -2.2375 5.2846 -2.3754
C -2.1105 4.8639 -4.1405
C -3.1122 3.8703 -4.5290
Cl -4.8129 4.4814 -4.6589
H -1.1336 4.3898 -4.2829
H -2.2189 5.7728 -4.6364
H -3.1800 2.9165 -4.0153
H -2.8811 3.5331 -5.5418
C 0.0458 -2.3190 -1.1375
C -0.7836 -1.6724 0.0274
O -0.1820 -0.5073 0.5208
C -0.4384 0.5631 -0.2174
O -1.0832 0.6695 -1.2091
O 0.0763 1.5845 0.4376
C -0.2334 2.8556 -0.2262
H -0.4083 -3.2442 -1.4579
H 1.0644 -2.5340 -0.8372
H 0.0651 -1.5558 -1.9165
H -0.9745 -2.3349 0.8484
H -1.8046 -1.5022 -0.3934
H 0.5998 3.0552 -0.8977
H -0.2706 3.5921 0.5407
H -1.1646 2.7245 -0.7826
*
```

Computed properties:
* E_LUMO: 0.0116 hartree
* E: -378420.130 eV
* HOMO-LUMO gap: 10.9 eV



(3)
Formula: C48H72O24
Source: the Open Molecules 2025 dataset
Level of theory: ωB97M-V with the def2-TZVPD basis set

Geometry as ORCA input:
```
! wB97M-V def2-TZVPD RIJCOSX def2/J DEFGRID3
* xyz 0 1
O -4.8546 0.8749 -1.3018
C -4.6952 0.0598 -2.2251
C -3.3821 -0.1542 -3.0231
C -3.9121 -0.9246 -4.2337
C -5.2408 -1.5591 -3.7749
O -5.6951 -0.7089 -2.6953
H -2.8472 0.7599 -3.2808
H -2.6401 -0.8346 -2.6054
H -4.0919 -0.2776 -5.0923
H -3.2792 -1.7653 -4.5178
H -5.9508 -1.6224 -4.5994
H -4.9760 -2.5545 -3.4184
O 2.1827 2.7182 -0.0510
C 1.6427 3.7569 -0.4536
C 0.1992 4.3821 -0.1903
C -0.0131 5.1132 -1.5360
C 1.4262 5.5818 -1.8581
O 2.2748 4.5812 -1.2967
H -0.5429 3.6287 0.0739
H 0.3756 5.0651 0.6407
H -0.3400 4.3401 -2.2314
H -0.7943 5.8729 -1.5091
H 1.5410 5.7472 -2.9294
H 1.6521 6.5465 -1.4038
O 0.3188 0.2904 -7.0171
C 0.6806 0.2174 -5.8423
C 1.2737 -1.0685 -5.2559
C 1.6314 -0.6791 -3.8501
C 1.0340 0.7024 -3.5908
O 0.6848 1.2194 -4.8973
H 0.5011 -1.8369 -5.2797
H 2.1116 -1.3439 -5.8964
H 1.1171 -1.2949 -3.1123
H 2.7015 -0.6307 -3.6481
H 0.1441 0.6514 -2.9634
H 1.8247 1.3291 -3.1782
O 6.6861 -1.1780 2.7034
C 6.2516 -2.2267 2.2272
C 4.8432 -2.6155 1.8619
C 5.0930 -3.6006 0.7704
C 6.4825 -4.1732 1.0484
O 7.1248 -3.1875 1.8460
H 4.3378 -2.9478 2.7686
H 4.3549 -1.6928 1.5485
H 4.3281 -4.3764 0.7347
H 4.9792 -3.1080 -0.1952
H 6.3724 -5.0843 1.6365
H 7.0620 -4.3822 0.1491
O -1.3859 1.1069 -1.1190
C -0.6610 0.5646 -0.2618
C 0.5258 -0.3219 -0.4908
C 0.9399 -0.7678 0.9082
C -0.0139 -0.0155 1.9302
O -0.8975 0.6808 1.1217
H 0.1652 -1.1603 -1.0867
H 1.2488 0.2739 -1.0479
H 1.0487 -1.8355 1.0989
H 1.9736 -0.5073 1.1357
H -0.5289 -0.7411 2.5599
H 0.4766 0.7127 2.5763
O -1.1033 -2.8475 -2.9760
C -1.4862 -3.9112 -3.3882
C -0.7415 -4.9750 -4.1320
C -1.9283 -5.4777 -4.8592
C -3.0646 -5.4273 -3.9269
O -2.7529 -4.2324 -3.1934
H 0.0799 -4.5131 -4.6799
H -0.3373 -5.7309 -3.4588
H -2.1008 -4.9616 -5.8037
H -1.8158 -6.5538 -4.9909
H -3.9903 -5.4058 -4.5021
H -3.0117 -6.2886 -3.2610
O 3.5074 -4.8742 -4.9523
C 3.1189 -4.8283 -3.8053
C 3.3462 -5.8192 -2.6778
C 2.3626 -5.2316 -1.6190
C 2.0560 -3.8718 -1.9848
O 2.4240 -3.7451 -3.3273
H 3.1209 -6.8673 -2.8748
H 4.3584 -5.7945 -2.2741
H 1.4517 -5.8302 -1.6290
H 2.7283 -5.2144 -0.5924
H 0.9909 -3.6473 -1.9264
H 2.5530 -3.1589 -1.3269
O -5.4000 5.9035 1.0441
C -4.9422 4.7917 1.1981
C -5.6897 3.5251 1.5092
C -4.6200 2.4837 1.7156
C -3.3510 3.0769 1.0480
O -3.6627 4.4646 0.9098
H -6.3300 3.6076 2.3874
H -6.3354 3.2007 0.6933
H -4.5240 2.3842 2.7968
H -4.8360 1.5120 1.2714
H -2.4611 2.9390 1.6622
H -3.1455 2.4738 0.1636
O 0.3346 -5.5118 6.2424
C 0.1613 -4.4963 5.6048
C -0.7546 -3.3118 5.9754
C -0.6963 -2.4892 4.6823
C 0.4116 -3.1717 3.7678
O 0.7478 -4.3526 4.4694
H -1.7486 -3.6087 6.3097
H -0.2150 -2.7715 6.7532
H -1.6423 -2.4802 4.1409
H -0.5045 -1.4282 4.8426
H 0.0199 -3.3755 2.7713
H 1.3161 -2.5692 3.6830
O 3.4021 -1.3370 4.9710
C 2.8220 -0.4700 5.5899
C 3.0256 -0.0295 7.0425
C 2.0364 1.1214 7.1519
C 0.9919 0.8036 6.0778
O 1.7566 0.1372 5.0921
H 2.6186 -0.8484 7.6357
H 4.0516 0.1551 7.3608
H 1.5319 1.1249 8.1181
H 2.4768 2.1056 6.9922
H 0.1989 0.1767 6.4855
H 0.5550 1.7158 5.6716
O -4.2448 4.5870 -5.7625
C -4.0399 4.5733 -4.5444
C -3.2625 3.5134 -3.7637
C -3.6609 3.8841 -2.3493
C -3.9477 5.3978 -2.4658
O -4.5162 5.5194 -3.7575
H -3.5926 2.5029 -4.0046
H -2.2060 3.5921 -4.0204
H -4.5823 3.4176 -2.0007
H -2.8811 3.6202 -1.6349
H -4.7958 5.5849 -1.8071
H -3.1093 6.0772 -2.3128
O 0.0883 3.1834 2.9892
C 0.9674 3.9301 3.2558
C 2.3795 3.5744 3.6941
C 2.8411 4.8788 4.3464
C 1.8456 5.9234 4.0074
O 0.8818 5.2482 3.1802
H 2.2554 2.6542 4.2649
H 3.0058 3.3408 2.8331
H 2.8002 4.7975 5.4326
H 3.8331 5.2514 4.0909
H 1.4179 6.3990 4.8900
H 2.2885 6.7053 3.3905
*
```

Computed properties:
* E_LUMO: -0.0067 hartree
* energy relative to the best compared isomer or geometry (same formula, charge and spin): 357.06 kJ/mol
* E: -100083.762 eV
* SMILES: O=C1CCCO1.O=C1CCCO1.O=C1CCCO1.O=C1CCCO1.O=C1CCCO1.O=C1CCCO1.O=C1CCCO1.O=C1CCCO1.O=C1CCCO1.O=C1CCCO1.O=C1CCCO1.O=C1CCCO1
* HOMO-LUMO gap: 9.3 eV